# 1
This record from the OMol25 dataset describes a molecular structure, C28H38N4P2Zr in a non-equilibrium geometry. The level of theory is ωB97M-V/def2-TZVPD.

Positions of all 73 atoms, in Å:
Zr (-0.087, 1.478, 1.024)
C (-1.994, 1.781, -2.903)
C (-1.965, 0.430, -2.588)
C (-1.064, -0.502, -3.364)
C (0.389, 0.013, -3.560)
C (0.970, 0.825, -2.439)
C (0.751, 2.137, -2.254)
C (0.182, 2.985, -3.359)
C (-1.164, 2.444, -3.921)
C (1.134, 2.259, 2.905)
H (-2.799, 2.410, -2.511)
H (-2.874, -0.046, -2.203)
H (-1.498, -0.583, -4.376)
H (-1.068, -1.521, -2.942)
H (1.033, -0.866, -3.755)
H (0.420, 0.574, -4.516)
H (1.771, 0.317, -1.894)
H (1.266, 2.688, -1.461)
H (0.882, 3.047, -4.219)
H (0.039, 4.017, -2.997)
H (-1.740, 3.303, -4.300)
H (-0.982, 1.810, -4.802)
H (0.469, 2.888, 3.523)
H (2.037, 2.824, 2.644)
H (1.433, 1.391, 3.513)
P (1.313, -0.634, 0.733)
P (-1.243, -1.533, 1.242)
N (2.795, 0.340, 0.159)
N (2.414, -1.598, 1.795)
N (-2.116, -0.166, 0.377)
N (-2.751, -2.340, 1.596)
C (0.821, -1.809, -0.566)
C (-0.615, -2.325, -0.278)
C (2.734, 1.738, 0.149)
C (3.924, 2.232, -0.355)
C (4.714, 1.104, -0.722)
C (3.999, -0.042, -0.418)
C (3.266, -1.034, 2.762)
C (4.100, -2.030, 3.246)
C (3.768, -3.242, 2.569)
C (2.734, -2.953, 1.687)
C (-3.012, 0.708, 1.010)
C (-2.778, 2.011, 0.571)
C (-1.735, 1.994, -0.401)
C (-1.457, 0.563, -0.637)
C (-3.930, -2.257, 0.847)
C (-4.973, -2.779, 1.590)
C (-4.432, -3.207, 2.854)
C (-3.067, -2.931, 2.826)
H (1.543, -2.634, -0.562)
H (0.897, -1.343, -1.560)
H (-1.324, -2.246, -1.115)
H (-0.548, -3.399, -0.042)
H (1.860, 2.314, 0.534)
H (4.174, 3.286, -0.457)
H (5.710, 1.152, -1.155)
H (4.233, -1.095, -0.549)
H (3.194, 0.012, 3.007)
H (4.888, -1.903, 3.986)
H (4.232, -4.213, 2.691)
H (2.198, -3.572, 0.993)
H (-3.722, 0.344, 1.715)
H (-3.369, 2.911, 0.811)
H (-1.489, 2.803, -1.077)
H (-0.527, 0.119, -1.010)
H (-3.896, -1.845, -0.151)
H (-6.010, -2.842, 1.271)
H (-4.980, -3.680, 3.656)
H (-2.280, -3.119, 3.535)
C (-1.129, 0.789, 3.077)
H (-0.368, 0.202, 3.616)
H (-2.101, 0.280, 3.293)
H (-1.196, 1.765, 3.611)

Properties
- frontier orbital gap (spin up / spin down) (eV) = 5.70 / 5.53
- electronic energy (hartree) = -2037.61527
- max |F| (eV/Å) = 6.8
- relative energy (zero: lowest compared OMol25 entry of this formula, charge and spin) (kcal per mole) = 0.0
- charge = +2
- LUMO energy (spin up / spin down) (Eh) = -0.293 / -0.299
- HOMO level (spin up / spin down) (eV) = -13.675 / -13.674

---

# 2
This record from the OMol25 dataset describes a molecular structure, C4H4DyO2 in a non-equilibrium geometry. The level of theory is ωB97M-V/def2-TZVPD.

Positions of all 11 atoms, in Å:
C (-4.474, 0.812, -1.301)
O (-4.532, 1.885, -0.737)
H (-5.337, 2.450, -0.800)
C (-3.301, -0.263, -1.301)
C (-2.231, -0.020, -0.320)
C (-1.004, -0.479, -0.295)
O (-0.064, -1.109, 0.057)
Dy (1.514, -2.967, 1.139)
H (-3.809, -1.227, -1.129)
H (-2.981, -0.303, -2.356)
H (-1.895, 1.040, 0.036)

Properties
- frontier orbital gap (spin up / spin down) (eV) = 3.94 / 4.70
- <S²> = 12.444
- spin multiplicity = 7
- electronic energy (hartree) = -1188.22081
- max |F| (eV/Å) = 5.4
- relative energy (zero: lowest compared OMol25 entry of this formula, charge and spin) (kcal per mole) = 0.0
- charge = +4
- LUMO energy (spin up / spin down) (Eh) = -0.786 / -0.788
- HOMO level (spin up / spin down) (eV) = -25.317 / -26.134

---

# 3
This record from the OMol25 dataset describes 6 unconnected molecules or ions with the total composition C21H54ClN6O15P2 in a non-equilibrium geometry. The level of theory is ωB97M-V/def2-TZVPD.

Positions of all 99 atoms, in Å:
Cl (-0.402, 1.201, -1.181)
O (-1.410, 2.198, -1.476)
O (-0.976, -0.107, -1.437)
O (0.719, 1.357, -2.117)
O (0.007, 1.288, 0.181)
O (-1.142, 2.001, 3.217)
P (-2.527, 2.457, 3.400)
N (-2.975, 2.636, 5.034)
C (-3.172, 1.387, 5.747)
C (-2.146, 3.581, 5.785)
N (-3.684, 1.392, 2.741)
C (-3.234, 0.647, 1.540)
C (-5.091, 1.685, 2.771)
N (-2.914, 3.974, 2.737)
C (-3.981, 4.824, 3.260)
C (-2.518, 4.244, 1.368)
H (-3.090, 1.474, 6.830)
H (-2.464, 0.576, 5.522)
H (-4.161, 0.970, 5.532)
H (-1.073, 3.521, 5.580)
H (-2.315, 3.495, 6.857)
H (-2.463, 4.601, 5.545)
H (-4.069, 0.064, 1.162)
H (-2.880, 1.354, 0.790)
H (-2.443, -0.049, 1.809)
H (-5.429, 1.994, 3.764)
H (-5.348, 2.568, 2.164)
H (-5.721, 0.882, 2.390)
H (-3.982, 4.921, 4.343)
H (-3.815, 5.819, 2.838)
H (-4.990, 4.564, 2.928)
H (-2.703, 5.276, 1.067)
H (-3.056, 3.617, 0.649)
H (-1.453, 4.054, 1.224)
O (2.491, -0.968, 1.288)
P (2.499, -2.183, 0.466)
N (2.625, -1.970, -1.188)
C (1.860, -2.726, -2.171)
C (3.545, -0.954, -1.699)
N (1.128, -3.134, 0.739)
C (1.127, -4.595, 0.881)
C (-0.168, -2.494, 0.819)
N (3.803, -3.226, 0.910)
C (4.527, -3.082, 2.131)
C (4.132, -4.410, 0.121)
H (2.255, -2.670, -3.180)
H (0.828, -2.355, -2.150)
H (1.851, -3.772, -1.847)
H (3.832, -1.147, -2.734)
H (4.443, -0.971, -1.080)
H (3.010, 0.002, -1.727)
H (1.429, -5.057, -0.064)
H (1.741, -4.865, 1.738)
H (0.093, -4.917, 0.996)
H (-0.756, -2.899, 1.644)
H (-0.056, -1.417, 0.967)
H (-0.700, -2.611, -0.134)
H (4.503, -4.029, 2.692)
H (5.564, -2.767, 1.950)
H (4.124, -2.362, 2.845)
H (5.169, -4.347, -0.221)
H (3.563, -4.468, -0.806)
H (3.899, -5.274, 0.747)
C (-4.445, 0.135, -1.686)
O (-5.263, -1.032, -1.563)
C (-4.969, -2.050, -0.782)
O (-5.663, -3.022, -0.694)
O (-3.760, -1.909, -0.227)
C (-3.388, -2.797, 0.807)
H (-4.950, 0.821, -2.362)
H (-3.460, -0.113, -2.078)
H (-4.363, 0.647, -0.730)
H (-2.998, -2.182, 1.614)
H (-2.658, -3.522, 0.463)
H (-4.121, -3.432, 1.313)
C (1.677, -0.561, -9.463)
O (0.884, -0.438, -8.307)
C (1.503, -0.322, -7.140)
O (2.701, -0.174, -7.012)
O (0.628, -0.387, -6.171)
C (1.061, -0.399, -4.800)
H (2.076, 0.418, -9.737)
H (1.029, -0.886, -10.277)
H (2.509, -1.263, -9.418)
H (1.687, 0.468, -4.618)
H (1.631, -1.300, -4.581)
H (0.168, -0.475, -4.191)
C (5.999, 0.636, 1.050)
O (5.816, 1.328, -0.164)
C (4.655, 2.006, -0.221)
O (3.876, 2.099, 0.670)
O (4.612, 2.585, -1.398)
C (3.619, 3.536, -1.667)
H (6.873, -0.019, 0.985)
H (5.140, 0.018, 1.305)
H (6.316, 1.286, 1.871)
H (3.684, 4.398, -0.991)
H (2.629, 3.075, -1.668)
H (3.802, 4.028, -2.625)

Properties
- frontier orbital gap (eV) = 8.51
- electronic energy (hartree) = -3432.48385
- max |F| (eV/Å) = 2.2
- relative energy (zero: lowest compared OMol25 entry of this formula, charge and spin) (kcal per mole) = 0.0
- charge = -1
- LUMO energy (Eh) = 0.092
- HOMO level (eV) = -6.006

---

# 4
This record from the OMol25 dataset describes C4H9NO in the gas phase in a non-equilibrium geometry. The level of theory is ωB97M-V/def2-TZVPD.

Positions of all 15 atoms, in Å:
C (0.424, 0.148, -1.681)
C (0.286, 0.422, -0.182)
C (0.864, -0.315, 0.927)
C (-0.619, -0.367, 0.806)
H (1.455, 0.376, -2.021)
H (-0.216, 0.709, -2.355)
H (0.173, -0.942, -1.877)
H (-0.380, 2.178, -0.630)
H (1.298, 0.386, 1.654)
H (1.373, -1.288, 0.619)
H (-1.120, 0.181, 1.577)
H (-2.015, -1.647, -0.081)
H (-1.048, -2.300, 1.222)
N (-1.070, -1.684, 0.423)
O (0.280, 1.851, -0.036)

Properties
- frontier orbital gap (eV) = 10.06
- electronic energy (hartree) = -287.74812
- max |F| (eV/Å) = 3.0
- relative energy (zero: lowest compared OMol25 entry of this formula, charge and spin) (kcal per mole) = 52.9
- LUMO energy (Eh) = 0.036
- HOMO level (eV) = -9.070